Record 1
DFT (wB97M-V/def2-TZVPD) results for a structure of composition C26H38BrN5O27S8.

Geometry as XYZ:
```
105
C26H38BrN5O27S8, DFT wB97M-V/def2-TZVPD
H 2.16 -2.16 -2.09
S -3.88 2.53 -0.20
O -2.36 -5.53 2.85
O -1.38 -1.71 5.80
H 4.20 7.66 -6.76
C 4.49 5.02 1.10
H 3.05 6.02 -4.97
C -1.35 2.89 -1.51
C 4.15 6.57 -6.76
H 0.24 -4.73 3.37
N 2.02 1.65 -0.44
O 1.60 0.67 -10.32
Br -0.15 -3.93 -3.37
O 6.90 4.88 3.36
O 2.47 2.71 -0.69
H -0.11 0.08 8.13
H 2.14 2.62 -10.66
H 0.77 -1.48 -4.37
H 0.38 -0.29 0.53
S 5.58 4.54 -6.69
C -0.32 -5.43 4.00
H 0.63 -3.92 0.47
C 2.62 1.66 -10.42
O -1.03 -6.50 1.02
C -0.05 0.54 -1.54
O -0.30 -6.71 3.37
O 5.17 6.50 4.16
O 4.53 4.65 -5.48
O -0.18 1.24 -8.70
H 3.97 0.87 -8.93
O -2.70 -0.71 7.62
H 3.31 6.24 -7.38
N -5.71 1.20 -1.84
C -2.93 2.77 -1.78
C 0.37 -0.60 -3.80
O -2.27 -7.98 2.60
C 3.63 4.42 2.20
S -1.33 2.13 -6.06
C -4.72 -7.27 8.22
H -5.72 -5.75 9.43
H -4.49 -7.84 9.13
S 5.60 5.46 3.28
N -0.50 0.67 -5.94
H 1.41 -1.60 -0.55
H 3.32 1.41 -11.21
C -7.64 1.92 -1.27
H 0.15 -5.48 4.98
H -2.28 -5.57 4.90
O 2.20 1.53 -8.13
C 3.27 1.70 -9.05
O 5.35 6.02 -7.31
H -5.52 -7.77 7.67
O -2.55 -5.06 6.67
O 0.90 1.78 0.36
O -2.62 -3.17 7.40
O -1.60 -6.24 8.65
H 3.79 2.64 -8.87
C -5.08 -5.83 8.56
O -3.83 -5.18 8.78
H 2.82 5.10 2.49
H 3.89 5.52 0.34
N -7.05 1.06 -2.13
C -0.70 1.64 -2.25
H -2.63 -0.73 9.68
H -0.29 -5.01 -0.70
S -1.53 -6.80 2.32
H 1.46 -4.72 -1.03
O 4.51 4.27 3.31
H -1.09 2.93 -0.42
C 1.17 -1.88 -1.62
C -0.66 -0.61 8.77
C 0.54 -4.25 -0.60
C 0.12 -3.06 -1.58
H 5.11 4.26 0.62
O -3.54 -7.19 7.43
C -2.13 -0.23 8.84
N -1.48 2.68 -4.50
C 0.02 0.65 0.03
H -0.89 -2.65 -1.28
H -0.98 3.79 -2.07
C -0.28 0.51 -4.58
H -2.27 0.85 8.93
O 1.28 -0.75 -8.33
H 3.21 3.45 1.91
C -1.78 -5.06 4.08
C -0.84 1.67 -3.77
S -1.88 -2.00 7.10
H -5.57 -5.34 7.71
O -6.77 2.58 -0.41
H -3.33 3.61 -2.41
S -2.70 -5.86 7.84
C 0.50 -0.64 -2.35
H -8.76 2.06 -1.27
H -0.19 -0.64 9.75
S 1.07 0.57 -8.79
H 4.73 6.53 -4.67
H -3.12 1.83 -2.39
O -0.65 -1.89 8.15
H -1.03 0.88 0.39
C -5.54 2.09 -0.83
H -1.93 -3.98 4.18
O 5.35 5.95 1.76
C 4.07 6.00 -5.36
O 6.89 4.47 -6.16
O 5.08 3.58 -7.63
```

Calculated values
- Lowest unoccupied orbital energy: -0.97 eV
- Charge: 0

Löwdin atomic charge list, values in e, 99 entries: atom 1 (H): 0.13, atom 2 (S): 0.90, atom 3 (O): -0.18, atom 4 (O): -0.22, atom 5 (H): 0.14, atom 6 (C): -0.18, atom 7 (H): 0.14, atom 8 (C): -0.17, atom 9 (C): -0.17, atom 10 (H): 0.13, atom 11 (N): -0.04, atom 12 (O): -0.19, atom 13 (Br): 0.66, atom 14 (O): -0.22, atom 15 (O): 0.05, atom 16 (H): 0.13, atom 17 (H): 0.13, atom 18 (H): 0.08, atom 19 (H): 0.12, atom 20 (S): 0.65, atom 21 (C): -0.16, atom 22 (H): 0.08, atom 23 (C): -0.17, atom 24 (O): -0.24, atom 25 (C): -0.09, atom 26 (O): -0.19, atom 27 (O): -0.22, atom 28 (O): -0.18, atom 29 (O): -0.28, atom 30 (H): 0.14, atom 31 (O): -0.18, atom 32 (H): 0.13, atom 33 (N): 0.00, atom 34 (C): -0.46, atom 35 (C): 0.01, atom 36 (O): -0.22, atom 37 (C): -0.17, atom 38 (S): 1.01, atom 39 (C): -0.17, atom 40 (H): 0.14, atom 41 (H): 0.13, atom 42 (S): 0.63, atom 43 (N): -0.20, atom 44 (H): 0.10, atom 45 (H): 0.14, atom 46 (C): -0.15, atom 47 (H): 0.14, atom 48 (H): 0.09, atom 49 (O): -0.19, atom 50 (C): -0.18, atom 51 (O): -0.19, atom 52 (H): 0.14, atom 53 (O): -0.29, atom 54 (O): -0.12, atom 55 (O): -0.25, atom 56 (O): -0.20, atom 57 (H): 0.09, atom 58 (C): -0.16, atom 59 (O): -0.19, atom 60 (H): 0.14, atom 61 (H): 0.13, atom 62 (N): 0.03, atom 63 (C): -0.09, atom 64 (H): 0.13, atom 65 (H): 0.05, atom 66 (S): 0.63, atom 67 (H): 0.08, atom 68 (O): -0.19, atom 69 (H): 0.09, atom 70 (C): -0.19, atom 71 (C): -0.17, atom 72 (C): -0.16, atom 73 (C): -0.68, atom 74 (H): 0.13, atom 75 (O): -0.18, atom 76 (C): -0.17, atom 77 (N): -0.23, atom 78 (C): -0.10, atom 79 (H): 0.11, atom 80 (H): 0.11, atom 81 (C): -0.27, atom 82 (H): 0.14, atom 83 (O): -0.22, atom 84 (H): 0.12, atom 85 (C): -0.17, atom 86 (C): -0.27, atom 87 (S): 0.66, atom 88 (H): 0.14, atom 89 (O): 0.00, atom 90 (H): 0.09, atom 91 (S): 0.66, atom 92 (C): -0.14, atom 93 (H): 0.14, atom 94 (H): 0.14, atom 95 (S): 0.60, atom 96 (H): 0.13, atom 97 (H): 0.07, atom 98 (O): -0.18, atom 99 (H): 0.13

Record 2
DFT (wB97M-V/def2-TZVPD) results for a cluster of 8 separate species, C21H52F7NO20PS in total.

Geometry as XYZ:
```
103
C21H52F7NO20PS, DFT wB97M-V/def2-TZVPD
C 4.96 -5.18 0.90
H -3.15 -3.14 -3.12
O -0.79 1.77 6.39
H -2.56 -7.09 -9.24
H -5.28 5.93 1.57
O -1.64 -5.61 -6.37
H -4.24 7.77 0.78
S -0.35 0.20 -0.15
H -1.07 -4.86 -8.43
H 0.84 2.39 4.07
C 2.52 -0.65 1.15
H -2.70 1.46 7.04
O 6.73 -0.09 -2.45
C -1.30 0.44 8.32
C -1.89 -6.73 -7.21
H 3.10 -4.50 1.76
N -1.30 -2.07 1.71
O 0.94 1.66 2.08
H 7.29 -1.94 -1.69
H 7.49 0.29 -2.00
O -1.35 -1.78 -4.52
F -2.25 2.10 -0.51
F -5.47 -0.12 -0.06
F -1.72 0.91 -2.18
H -1.72 -1.23 -3.82
C -1.75 0.90 6.95
H 6.43 -5.92 1.96
C 0.44 2.54 3.04
H -0.71 5.69 -2.17
C -2.39 -6.25 -8.56
H 0.16 5.68 0.16
O 4.68 -0.17 -0.52
H -1.94 1.95 9.37
H -3.02 -2.91 -5.51
C -1.19 -3.10 -4.01
H -0.61 -3.66 -4.74
H -3.33 -5.70 -8.44
H 4.61 -6.19 0.65
C -2.56 -3.72 -3.83
H -1.59 2.12 4.12
H -1.75 3.30 2.79
H -2.04 -0.22 8.78
C 4.15 -4.59 2.04
P -0.14 0.31 2.05
H -3.53 6.75 -0.49
C -2.69 6.42 1.47
F -4.21 1.16 1.10
C -1.99 0.84 -0.84
O -1.49 1.38 2.24
H 1.84 -0.50 3.18
H -1.86 7.13 1.35
H 5.60 -3.34 2.27
O -1.44 -5.38 -9.15
H 1.18 -1.88 2.32
C 1.22 6.22 -1.38
H -0.64 -3.07 -3.06
H -2.48 -4.75 -3.47
O 0.60 1.22 -0.65
C 1.40 -0.80 2.21
H -3.01 6.42 2.52
O 0.74 6.42 -0.05
F -3.96 0.11 -1.88
H -0.44 2.31 7.11
C 5.83 -1.00 -0.40
H 2.70 0.35 0.75
C -3.84 6.78 0.55
H -0.44 7.90 -1.27
H 3.48 -0.96 1.63
O 6.35 -5.25 1.28
C 0.09 6.41 -2.36
H 4.24 -5.21 2.94
H 0.44 6.30 -3.39
H 1.66 5.22 -1.46
H -0.06 0.41 3.49
H 4.86 0.44 -1.24
O -1.33 -3.07 2.37
C 6.40 -1.31 -1.77
H -0.35 -0.08 8.25
H 6.57 -0.45 0.20
F -2.90 -1.43 -0.85
H -2.99 4.59 0.95
H -0.94 -7.26 -7.33
O -1.36 -0.96 2.46
O 4.64 -3.29 2.35
O -1.08 1.57 9.17
H 2.01 6.96 -1.54
H 5.65 -1.82 -2.38
H -2.50 -5.22 -6.13
H 4.91 -4.55 0.02
H 0.61 3.62 2.86
C -4.22 0.01 0.44
C -3.23 -0.12 -0.75
O -2.21 5.12 1.16
O -3.26 -3.74 -5.07
F -4.12 -0.96 1.34
H -2.61 -7.40 -6.73
H 2.41 -1.35 0.30
C -1.14 2.43 3.16
H 5.54 -1.91 0.13
H -1.89 0.06 6.28
O -0.46 7.72 -2.22
O 0.04 -1.06 -0.80
O -4.88 5.81 0.70
```

Calculated values
- Lowest unoccupied orbital energy: 2.17 eV
- Charge: -1

Löwdin atomic charge list, values in e, 99 entries: atom 1 (C): -0.23, atom 2 (H): 0.11, atom 3 (O): -0.08, atom 4 (H): 0.12, atom 5 (H): 0.09, atom 6 (O): -0.09, atom 7 (H): 0.12, atom 8 (S): 0.73, atom 9 (H): 0.08, atom 10 (H): 0.10, atom 11 (C): -0.17, atom 12 (H): 0.12, atom 13 (O): -0.08, atom 14 (C): -0.24, atom 15 (C): -0.24, atom 16 (H): 0.13, atom 17 (N): -0.16, atom 18 (O): -0.30, atom 19 (H): 0.11, atom 20 (H): 0.08, atom 21 (O): -0.06, atom 22 (F): 0.12, atom 23 (F): 0.14, atom 24 (F): 0.07, atom 25 (H): 0.08, atom 26 (C): -0.24, atom 27 (H): 0.09, atom 28 (C): -0.26, atom 29 (H): 0.12, atom 30 (C): -0.25, atom 31 (H): 0.08, atom 32 (O): -0.07, atom 33 (H): 0.08, atom 34 (H): 0.09, atom 35 (C): -0.22, atom 36 (H): 0.11, atom 37 (H): 0.12, atom 38 (H): 0.12, atom 39 (C): -0.22, atom 40 (H): 0.09, atom 41 (H): 0.10, atom 42 (H): 0.12, atom 43 (C): -0.24, atom 44 (P): 0.58, atom 45 (H): 0.12, atom 46 (C): -0.24, atom 47 (F): 0.19, atom 48 (C): -0.47, atom 49 (O): -0.35, atom 50 (H): 0.08, atom 51 (H): 0.12, atom 52 (H): 0.07, atom 53 (O): -0.07, atom 54 (H): 0.07, atom 55 (C): -0.23, atom 56 (H): 0.12, atom 57 (H): 0.12, atom 58 (O): -0.36, atom 59 (C): -0.27, atom 60 (H): 0.12, atom 61 (O): -0.08, atom 62 (F): 0.12, atom 63 (H): 0.08, atom 64 (C): -0.24, atom 65 (H): 0.05, atom 66 (C): -0.24, atom 67 (H): 0.07, atom 68 (H): 0.05, atom 69 (O): -0.08, atom 70 (C): -0.24, atom 71 (H): 0.11, atom 72 (H): 0.12, atom 73 (H): 0.12, atom 74 (H): 0.06, atom 75 (H): 0.09, atom 76 (O): -0.01, atom 77 (C): -0.24, atom 78 (H): 0.12, atom 79 (H): 0.12, atom 80 (F): 0.13, atom 81 (H): 0.08, atom 82 (H): 0.12, atom 83 (O): -0.27, atom 84 (O): -0.07, atom 85 (O): -0.08, atom 86 (H): 0.12, atom 87 (H): 0.12, atom 88 (H): 0.06, atom 89 (H): 0.12, atom 90 (H): 0.11, atom 91 (C): -0.54, atom 92 (C): -0.33, atom 93 (O): -0.08, atom 94 (O): -0.09, atom 95 (F): 0.17, atom 96 (H): 0.12, atom 97 (H): 0.07, atom 98 (C): -0.18, atom 99 (H): 0.10